Record 1
{"formula": "C37H57N5O6P2STa", "method": "the ωB97M-V functional and the def2-TZVPD basis", "symbols": ["Ta", "N", "C", "S", "N", "N", "C", "C", "C", "C", "C", "C", "C", "O", "H", "H", "H", "H", "H", "H", "H", "C", "C", "O", "C", "C", "C", "C", "C", "C", "O", "H", "H", "H", "H", "H", "H", "H", "C", "O", "P", "O", "C", "O", "C", "H", "H", "H", "H", "H", "H", "H", "H", "H", "N", "C", "C", "C", "C", "C", "C", "H", "H", "H", "H", "H", "H", "H", "C", "C", "C", "C", "P", "N", "C", "C", "C", "C", "C", "C", "C", "C", "H", "H", "H", "H", "H", "H", "H", "H", "H", "H", "H", "H", "H", "H", "H", "H", "H", "H", "H", "H", "H", "H", "H", "H", "H", "H", "H"], "xyz": [[-0.72223, -0.00056, -0.59485], [-0.34631, 1.25868, 3.83641], [-0.63095, 0.67996, 2.65897], [-0.43335, 1.70180, 1.23318], [-1.05438, -0.53816, 2.64193], [-1.44260, -1.02502, 1.44270], [-1.92855, -2.21577, 1.41632], [-2.64401, -2.74284, 0.28321], [-3.09362, -4.07094, 0.27870], [-3.95972, -4.52255, -0.69116], [-4.43324, -3.63832, -1.65994], [-3.99638, -2.33096, -1.68293], [-3.06257, -1.86947, -0.74664], [-2.60916, -0.62722, -0.82074], [-0.07875, 2.22342, 3.87314], [-0.40844, 0.71558, 4.68031], [-1.90721, -2.80221, 2.33389], [-2.75849, -4.74340, 1.05889], [-4.30108, -5.54788, -0.68006], [-5.15238, -3.97750, -2.39344], [-4.36165, -1.63248, -2.42322], [-1.37057, -3.57690, -3.57211], [-0.58295, -2.79574, -2.55804], [-0.74332, -1.56622, -2.51773], [0.37117, -3.47226, -1.71056], [0.79013, -4.78291, -2.00317], [1.79133, -5.38998, -1.28930], [2.41370, -4.68398, -0.25850], [1.99892, -3.41525, 0.07344], [0.95225, -2.77974, -0.61727], [0.52759, -1.59376, -0.22324], [-2.13889, -2.93732, -3.99781], [-1.83381, -4.44857, -3.11295], [-0.70645, -3.91075, -4.37079], [0.33259, -5.30784, -2.82988], [2.11286, -6.39261, -1.53146], [3.23379, -5.12958, 0.28880], [2.48850, -2.86291, 0.85901], [1.64417, -2.17560, 3.31914], [1.99866, -0.81088, 3.18074], [2.32622, -0.03460, 1.78596], [3.19446, 1.17421, 2.45096], [2.75950, 2.41701, 2.96709], [3.64141, -0.93250, 1.36757], [4.74534, -0.46472, 0.60688], [1.17360, -2.28315, 4.29496], [2.53989, -2.79893, 3.28039], [0.94229, -2.50507, 2.55046], [3.52982, 3.15254, 2.73341], [2.65651, 2.34698, 4.05153], [1.81515, 2.74434, 2.52841], [5.63513, -0.96102, 0.99185], [4.87429, 0.61245, 0.70872], [4.62929, -0.71640, -0.45194], [1.83564, 0.23022, -1.71757], [2.77418, 1.30148, -1.88318], [3.48745, 1.43970, -3.06648], [4.40693, 2.46852, -3.20778], [4.60450, 3.36986, -2.17359], [3.88097, 3.23960, -0.99644], [2.97036, 2.20751, -0.84804], [1.76886, -0.30189, -2.58033], [2.17024, -0.39574, -0.98902], [3.32274, 0.73912, -3.87714], [4.97157, 2.56458, -4.12486], [5.31742, 4.17452, -2.28622], [4.02424, 3.95421, -0.19697], [2.39467, 2.10034, 0.06164], [-3.26589, 2.68242, -5.04046], [-2.85802, 1.79052, -3.86838], [-4.09941, 1.30372, -3.10932], [-2.15843, 0.54157, -4.41037], [-1.73987, 2.63280, -2.57149], [-1.09615, 1.47543, -1.67025], [-2.77878, 3.78013, -1.45266], [-3.71354, 4.68615, -2.25760], [-1.81735, 4.66354, -0.65015], [-3.58364, 2.94182, -0.44715], [-0.30262, 3.57409, -3.38285], [0.70835, 3.94143, -2.28742], [-0.70792, 4.81739, -4.17089], [0.36565, 2.56928, -4.32846], [-4.01400, 2.15080, -5.63194], [-2.42304, 2.89056, -5.69877], [-3.70300, 3.62762, -4.72386], [-4.64965, 0.59894, -3.73587], [-4.77897, 2.11734, -2.86851], [-3.79851, 0.79489, -2.19523], [-2.88180, -0.04204, -4.98389], [-1.79329, -0.06769, -3.59351], [-1.33234, 0.77420, -5.07558], [-3.17103, 5.26944, -3.00123], [-4.19596, 5.38370, -1.57046], [-4.49935, 4.12728, -2.76110], [-1.30342, 5.37893, -1.28705], [-1.08852, 4.06289, -0.10841], [-2.39051, 5.23667, 0.07999], [-4.52981, 2.60174, -0.85832], [-3.80979, 3.55376, 0.42680], [-3.01525, 2.07598, -0.11194], [0.54838, 4.94438, -1.90171], [1.71866, 3.91254, -2.69356], [0.65830, 3.23327, -1.46263], [-1.04821, 5.62425, -3.52335], [-1.48939, 4.60389, -4.89692], [0.16548, 5.18113, -4.71515], [0.51150, 1.61758, -3.81675], [1.34050, 2.94615, -4.63918], [-0.22569, 2.41636, -5.22909]], "forces_ev_per_angstrom": [[-0.6, -0.4, 0.0], [0.1, 0.0, 0.1], [-0.2, 0.1, -0.4], [-0.5, -0.7, -0.6], [0.0, -0.4, 0.9], [0.5, 0.5, -1.0], [-0.1, 0.3, 0.4], [-0.1, 0.1, -0.5], [0.1, 0.1, 0.0], [-0.1, -0.1, 0.0], [0.0, 0.0, 0.1], [0.1, 0.3, 0.0], [-0.3, -1.0, 0.3], [0.9, 0.7, -0.2], [0.1, 0.0, 0.1], [0.0, 0.0, 0.0], [0.0, 0.1, 0.0], [0.0, 0.0, 0.1], [0.0, 0.0, 0.0], [0.0, 0.0, 0.0], [0.0, 0.0, -0.1], [0.0, 0.2, -0.1], [-0.1, 0.0, -0.3], [-0.1, 0.6, 0.5], [0.2, 0.2, 0.4], [-0.1, 0.1, 0.0], [0.1, -0.1, 0.0], [-0.1, 0.0, -0.1], [-0.1, 0.4, 0.1], [0.1, -0.6, -0.3], [-0.3, 0.4, -0.2], [0.0, 0.0, 0.0], [0.0, 0.0, 0.0], [0.0, -0.1, 0.0], [0.0, 0.0, 0.0], [0.0, 0.0, 0.0], [0.0, 0.0, 0.0], [0.1, 0.0, 0.0], [0.0, -0.1, 0.0], [0.0, 0.3, -0.1], [1.3, -0.3, 0.9], [0.1, 0.0, -0.2], [0.0, 0.0, 0.0], [-0.4, -0.1, 0.0], [0.1, 0.1, -0.1], [0.0, 0.0, 0.0], [0.0, 0.0, 0.0], [0.0, 0.1, 0.0], [0.0, 0.0, 0.0], [0.0, 0.0, 0.0], [0.0, 0.0, -0.1], [0.0, 0.0, -0.1], [0.0, 0.0, 0.0], [0.0, 0.0, 0.0], [-0.4, 0.0, 0.4], [0.0, 0.2, 0.0], [-0.1, 0.0, 0.0], [-0.1, 0.0, 0.0], [0.0, 0.1, 0.0], [0.0, 0.0, 0.0], [0.0, -0.1, 0.0], [-0.1, -0.1, 0.1], [0.0, -0.1, -0.1], [0.0, 0.0, 0.0], [0.0, 0.0, 0.0], [0.0, 0.0, 0.0], [0.0, 0.0, 0.1], [0.0, 0.1, 0.0], [0.1, 0.1, 0.1], [0.2, 0.1, 0.2], [0.1, 0.1, 0.1], [0.1, 0.1, 0.1], [-0.4, 0.7, -0.4], [0.4, -0.9, 0.2], [0.2, -0.2, -0.2], [0.1, -0.1, -0.1], [0.1, 0.0, -0.1], [0.0, -0.1, -0.1], [-0.3, -0.2, 0.2], [0.0, 0.0, 0.0], [-0.2, 0.0, 0.0], [-0.1, 0.0, 0.0], [0.0, 0.0, 0.0], [0.0, 0.0, 0.0], [0.0, 0.0, -0.1], [0.0, 0.0, -0.1], [0.0, 0.0, 0.0], [-0.2, -0.1, 0.0], [-0.1, 0.0, 0.0], [0.0, -0.2, -0.1], [0.0, 0.0, 0.0], [-0.1, 0.1, 0.0], [0.0, 0.0, 0.0], [0.0, 0.0, 0.0], [0.0, 0.0, 0.0], [0.1, 0.1, 0.0], [-0.1, 0.0, 0.0], [0.0, 0.0, 0.0], [0.0, 0.0, 0.0], [-0.1, 0.0, 0.1], [0.0, 0.0, 0.0], [0.0, 0.0, -0.1], [0.2, 0.1, 0.0], [0.0, 0.0, 0.0], [0.0, 0.1, -0.1], [0.0, 0.0, 0.0], [0.1, -0.1, -0.1], [0.0, 0.1, 0.1], [0.0, 0.0, 0.0]], "total_charge": 1, "total_energy_ev": -89994.7460, "orbital_gap_ev": 7.684, "lumo_energy_ev": -2.7}


Record 2
{"formula": "C37H60N11O9", "method": "the ωB97M-V functional and the def2-TZVPD basis", "symbols": ["C", "C", "C", "C", "C", "C", "N", "O", "C", "C", "C", "H", "H", "H", "H", "H", "H", "H", "H", "H", "H", "H", "H", "H", "H", "H", "H", "H", "H", "N", "C", "C", "C", "C", "H", "H", "H", "H", "H", "N", "C", "C", "C", "C", "H", "H", "H", "H", "H", "N", "C", "C", "C", "C", "H", "H", "H", "H", "H", "N", "C", "C", "C", "C", "H", "H", "H", "H", "H", "N", "C", "C", "C", "C", "H", "H", "H", "H", "H", "N", "C", "C", "C", "C", "H", "H", "H", "H", "H", "C", "N", "O", "O", "H", "H", "H", "C", "N", "O", "O", "H", "H", "H", "C", "N", "O", "O", "H", "H", "H", "C", "N", "O", "O", "H", "H", "H"], "xyz": [[18.90000, 40.61000, 59.04900], [17.90100, 41.53400, 58.29400], [16.45800, 41.04600, 58.51400], [15.48100, 42.10000, 58.16900], [15.71300, 43.40500, 58.93700], [17.15800, 44.01400, 58.69200], [18.17800, 42.97400, 58.80600], [19.33600, 43.32700, 58.93300], [17.55500, 45.10300, 59.69500], [17.15500, 44.60800, 57.29500], [18.29100, 41.36200, 56.79700], [18.85600, 40.71100, 60.04500], [19.92100, 40.86800, 58.55700], [18.68400, 39.67900, 58.74400], [16.45900, 40.86200, 59.66800], [16.17000, 40.05800, 58.05900], [14.46800, 41.71900, 58.32400], [15.45300, 42.27200, 57.10300], [15.67000, 43.10700, 59.97600], [14.72000, 43.96600, 58.67800], [16.75800, 45.76700, 59.72300], [18.45300, 45.58100, 59.53200], [17.45100, 44.80400, 60.53500], [18.22800, 44.62700, 56.90400], [16.43900, 45.45400, 57.13200], [16.92500, 43.85700, 56.40400], [19.25400, 41.51400, 56.31800], [17.86000, 41.83400, 55.88400], [18.20900, 40.31600, 56.83400], [13.90200, 37.87300, 58.93400], [13.66900, 37.57600, 57.62700], [12.90600, 38.66600, 56.97900], [12.55300, 39.68000, 58.01700], [13.24900, 39.08400, 59.29000], [14.42100, 37.37600, 59.57900], [14.13900, 36.72300, 57.23300], [12.65500, 38.67100, 55.93500], [11.77100, 40.44000, 57.98300], [13.17500, 39.55400, 60.28600], [16.61900, 41.05400, 53.09000], [17.10000, 42.40700, 52.84600], [16.38200, 43.35000, 53.84800], [15.33200, 42.44100, 54.45600], [15.56700, 41.02000, 53.88300], [16.97400, 40.24900, 52.61700], [17.95400, 42.60500, 52.23800], [16.36100, 44.42300, 54.00600], [14.52900, 42.80600, 55.16600], [15.16200, 40.17800, 54.18000], [22.90000, 44.58500, 53.75900], [23.15600, 43.72000, 54.72200], [21.88600, 42.96200, 55.23500], [20.80700, 43.62300, 54.31700], [21.54800, 44.67900, 53.40200], [23.57500, 45.06100, 53.33300], [24.06200, 43.52200, 55.31100], [21.74300, 42.38500, 56.16600], [19.77100, 43.69000, 54.33100], [21.36000, 45.42200, 52.86400], [19.24900, 38.43500, 54.26800], [19.71100, 37.53900, 55.13800], [20.97000, 38.06200, 55.85000], [21.32300, 39.39300, 55.04300], [20.11200, 39.56800, 54.24700], [18.53700, 38.11100, 53.60100], [19.02000, 36.66100, 55.32300], [21.46600, 37.55000, 56.69400], [22.03400, 40.09000, 55.45200], [19.72600, 40.41100, 53.50700], [16.89400, 50.74900, 58.77900], [16.68400, 50.75800, 60.10700], [16.18700, 49.38400, 60.46900], [16.02900, 48.59900, 59.18500], [16.60100, 49.58100, 58.15300], [17.09900, 51.65700, 58.21900], [16.99800, 51.60300, 60.76000], [15.93500, 48.87700, 61.48900], [15.50200, 47.72600, 58.81700], [16.72000, 49.24500, 57.03800], [24.29500, 45.00900, 59.66300], [23.43900, 45.73400, 60.45100], [22.16400, 44.75400, 60.48000], [22.55000, 43.58100, 59.68000], [23.87400, 43.90300, 58.94700], [25.15000, 45.44400, 59.34400], [23.41400, 46.82300, 60.71500], [21.02700, 44.84300, 60.95200], [22.01500, 42.65100, 59.46500], [24.54300, 43.47000, 58.17800], [22.20200, 46.23800, 57.33500], [21.06900, 46.91000, 56.52800], [19.86000, 46.62900, 56.81000], [21.35400, 47.77000, 55.69900], [22.64800, 45.76100, 56.43900], [21.62400, 45.51500, 58.00600], [22.61900, 47.00400, 57.91600], [11.67200, 42.78300, 62.07200], [12.21400, 42.15000, 60.80700], [11.44600, 42.30100, 59.79800], [13.40800, 42.07200, 60.70000], [10.70800, 42.90600, 61.88500], [12.25200, 43.87500, 62.26100], [11.79600, 42.01100, 62.72000], [13.44700, 46.94600, 54.48500], [14.62300, 47.77000, 55.01000], [14.78200, 48.74600, 54.25600], [15.42100, 47.12200, 55.62100], [13.14400, 47.29500, 53.67700], [12.74900, 46.92700, 55.36300], [13.85600, 45.88900, 54.36200], [24.37900, 38.93400, 58.94100], [23.50500, 40.08800, 58.73700], [23.58300, 40.77300, 57.72700], [22.49100, 40.23400, 59.39700], [25.29200, 39.13800, 58.46100], [23.95700, 38.02500, 58.36400], [24.56700, 38.72400, 59.83700]], "forces_ev_per_angstrom": [[2.3, 4.1, -4.5], [1.3, -1.0, -0.2], [0.5, -0.3, 2.7], [-1.0, 0.3, -0.4], [-1.0, -0.8, -0.2], [-2.4, 1.4, 0.7], [2.2, -0.1, -2.6], [-2.8, -1.2, 0.3], [-0.8, 1.6, -9.2], [1.6, -2.3, -4.3], [0.2, 1.3, -1.5], [0.1, 0.4, 3.7], [-1.4, -0.6, 1.5], [-0.8, -3.5, -0.8], [-0.5, 0.2, -1.7], [0.9, 1.0, 0.1], [0.1, 0.2, 0.5], [0.5, 0.2, -0.5], [-0.3, 0.3, 0.6], [2.5, 0.2, 0.6], [-1.3, 1.9, -0.8], [1.8, 1.0, -0.6], [-0.3, -4.5, 10.9], [-1.0, 1.7, 1.0], [1.2, -0.5, 0.6], [-0.6, 0.9, 2.2], [1.4, 0.2, 1.7], [-1.7, -0.3, 1.3], [-0.4, -1.6, -1.1], [-3.2, 4.3, -0.9], [-1.4, 3.6, -1.0], [1.1, -0.9, 3.8], [3.2, -5.3, 2.2], [-1.9, 1.4, -3.9], [1.1, -1.3, 1.2], [0.3, -0.8, -0.7], [-0.2, 0.0, -0.1], [0.7, -0.1, 0.1], [0.5, -0.9, -0.7], [1.3, 4.0, -1.3], [-2.6, 0.7, 4.3], [-1.3, -6.4, -2.1], [2.2, -1.5, -2.2], [0.4, 8.5, 2.1], [0.2, -0.1, -0.3], [0.3, -0.1, -0.3], [0.5, -0.2, -0.4], [1.1, -0.9, -1.1], [-2.2, -4.0, 1.3], [-4.7, -2.3, 1.7], [-3.3, -4.4, 4.3], [0.4, 5.5, -4.8], [6.7, 2.7, -0.8], [1.6, -10.0, 8.5], [3.2, 2.5, -2.1], [0.0, 0.6, -1.2], [0.3, 0.3, -0.9], [-1.7, -0.5, 0.2], [-2.5, 5.8, -4.8], [1.7, 1.4, 0.0], [2.9, -0.4, 3.8], [-3.2, 0.8, -4.4], [-5.5, -3.8, 1.6], [0.6, 1.0, -1.6], [0.7, 1.0, 0.4], [1.5, 0.9, 0.0], [-0.2, 0.5, -0.9], [0.1, 0.3, -0.6], [1.5, -1.7, 1.8], [0.7, 2.0, -2.7], [-1.0, -3.8, 2.4], [-0.2, 0.0, -1.6], [2.8, 6.1, -0.8], [-2.2, -4.3, 0.9], [-0.3, -2.4, 1.5], [-0.5, -0.9, -0.8], [0.6, 1.7, -1.9], [0.3, -0.1, 0.7], [-0.1, 1.6, 2.3], [0.6, 1.9, -1.7], [-5.1, -4.0, -0.4], [1.8, 0.2, -0.6], [2.4, 2.5, -1.7], [-3.3, 0.0, 4.3], [0.0, 0.1, 0.2], [0.8, -1.5, -0.2], [3.6, 0.1, -1.0], [0.0, 0.7, 0.2], [-0.7, 0.0, 1.0], [-3.8, -2.0, -1.7], [-3.0, 1.4, 0.6], [3.1, 0.2, -0.6], [0.1, -1.4, 1.0], [0.9, 0.1, 1.3], [1.3, 0.8, -1.1], [1.2, 0.9, 0.3], [4.5, 2.5, -1.1], [-1.8, 4.7, -3.3], [1.5, -1.6, 2.3], [0.7, -1.4, 0.4], [-4.2, 0.9, -0.7], [-1.5, -3.5, -0.4], [0.7, -1.5, 2.9], [2.5, -4.7, 9.4], [-1.3, -1.1, -5.8], [0.8, -0.1, 2.6], [1.3, 1.0, 1.8], [-3.0, 3.5, -6.9], [0.1, -0.1, -1.2], [-0.5, 1.5, 0.2], [-1.5, -0.3, -7.9], [-3.3, 1.0, -1.6], [2.0, -0.3, -0.3], [0.6, -1.0, 1.8], [1.1, 0.5, -0.7], [0.2, 1.7, 1.1], [0.8, -1.5, 7.6]], "e_above_lowest_kcal_mol": 62.3, "total_charge": 1, "total_energy_ev": -74120.3367, "orbital_gap_ev": 4.294, "lumo_energy_ev": -5.0}